8
Properties=species:S:1:pos:R:3:forces:R:3 method="wB97M-V/def2-TZVPD" charge=0 e_tot_ev=-7706.6822 multiplicity=1 relative_energy_ev=1.161 lumo_ev=0.53 homo_ev=-10.5964
C -1.06250 -0.33099 -0.14778 -1.2 -1.4 2.5
C 0.42942 -0.56425 0.09259 -2.0 1.1 -1.5
N 1.23895 -0.12334 -0.73186 -0.1 1.4 -1.0
O -1.65043 -1.28436 0.33395 -0.8 0.3 -0.8
O -1.73804 0.72553 -0.64137 0.4 -0.5 -0.4
H 0.57902 -1.36236 0.78734 0.1 -0.2 0.8
H 2.11221 -0.52260 -0.55927 2.2 -0.7 0.1
H -2.69972 0.46595 -0.70352 1.4 0.1 0.3